This record from the Open Molecules 2025 dataset describes 10 unconnected molecules or ions with the total composition C54H52BrF13N2O33 at a distorted geometry. The level of theory is ωB97M-V/def2-TZVPD.

The molar mass is 1583.87 g mol⁻¹. The value obtained for the HOMO-LUMO gap is 8.0 eV. As for the max |F|: 1.479 eV/A.

ORCA input file:
```
! RIJCOSX wB97M-V def2-TZVPD def2/J DEFGRID3
* xyz 0 1
C 1.17176 -4.70131 -2.35591
O 2.29765 -4.09275 -2.95637
C 1.95700 -2.97563 -3.78563
C 1.11285 -1.98103 -2.97596
C -0.26301 -1.92969 -3.27095
C -1.08855 -1.09059 -2.53741
C -0.56848 -0.28050 -1.49988
C 0.80931 -0.32755 -1.23261
C 1.46487 0.54819 -0.14866
C 1.79352 -0.19560 1.16377
F 0.87417 0.13419 2.16574
C 1.68605 -1.18253 -1.96334
C 3.16680 -1.27777 -1.66541
C 4.09361 -0.40600 -2.61041
N 3.46094 0.16314 -3.78983
C -1.57081 0.54051 -0.74738
O -1.39502 0.77568 0.42238
C -2.82121 1.00935 -1.46997
C -3.47365 2.19584 -1.07513
Br -2.79531 3.27433 0.35666
C -4.64552 2.60152 -1.72141
C -5.43077 3.85420 -1.31996
C -6.79818 3.49962 -0.66698
C -6.68266 2.67331 0.64705
C -6.54378 1.15647 0.44410
O -7.23125 0.68404 -0.72326
C -6.92492 -0.63765 -0.91909
O -7.46837 -1.49744 -0.29328
C -5.13458 1.81399 -2.81121
N -6.33534 2.29487 -3.44540
C -6.12212 3.09235 -4.35657
O -5.92225 3.99352 -5.05358
C -4.50679 0.62912 -3.22778
C -5.00923 -0.21857 -4.38620
F -5.93883 0.37853 -5.13883
F -4.00364 -0.52595 -5.21959
F -5.56349 -1.35841 -3.95282
C -3.34427 0.22956 -2.51436
C -2.57996 -1.05640 -2.80980
O -3.10132 -2.06190 -3.21495
H 0.27195 -4.65128 -2.98655
H 0.93695 -4.26412 -1.37022
H 1.40353 -5.76226 -2.18952
H 1.41358 -3.31161 -4.68076
H 2.92041 -2.54469 -4.07667
H -0.67898 -2.57050 -4.04531
H 0.90312 1.45867 0.07201
H 2.44785 0.83008 -0.55236
H 1.88831 -1.27406 1.02901
H 2.77044 0.16109 1.51792
H 3.45735 -2.34955 -1.76435
H 3.41658 -1.00829 -0.63349
H 4.54519 0.38253 -1.99807
H 4.91916 -1.05783 -2.92601
H 2.68565 0.76868 -3.56348
H 3.20669 -0.53496 -4.47008
H -5.65833 4.37305 -2.26284
H -4.86102 4.52126 -0.67353
H -7.47147 3.01292 -1.37753
H -7.27676 4.45249 -0.40039
H -7.59844 2.85177 1.22495
H -5.82090 2.97403 1.26008
H -6.83156 0.56365 1.32130
H -5.46562 0.95704 0.27630
H -6.14068 -0.94694 -1.63343
C -1.06318 8.03268 1.53782
C -1.79455 6.91763 2.23815
O -2.70475 6.46779 1.24433
C -2.10798 6.72238 0.04018
O -2.44628 6.24328 -0.98816
O -1.07195 7.58520 0.17955
F -2.50090 7.38081 3.30431
H -1.59177 8.98514 1.61332
H -0.04645 8.16238 1.90034
H -1.16072 6.08843 2.55072
C -5.81318 7.65160 2.48231
C -6.88068 8.37846 1.70623
O -7.58601 7.31927 1.08488
C -7.45938 6.23492 1.90472
O -8.12685 5.25940 1.83588
O -6.46909 6.42419 2.81239
F -6.34497 9.17501 0.74756
H -4.93248 7.44154 1.87478
H -5.50484 8.18422 3.37899
H -7.56888 8.96323 2.31980
C 2.65268 2.43767 3.56198
C 2.05027 2.34820 4.93868
O 1.50641 3.64821 5.12293
C 1.18724 4.10999 3.88415
O 0.47671 5.04050 3.67451
O 1.77524 3.37008 2.91801
F 2.99503 2.12762 5.88445
H 3.66538 2.84267 3.57715
H 2.66256 1.48324 3.04147
H 1.25730 1.60487 5.03844
C 7.52046 -1.04308 1.16404
C 7.04188 -0.39660 -0.11115
O 5.70679 -0.02145 0.21714
C 5.68734 0.20060 1.56051
O 4.81453 0.77818 2.12901
O 6.78092 -0.30972 2.15936
F 7.00224 -1.27182 -1.13885
H 7.25088 -2.09861 1.21958
H 8.58078 -0.94421 1.31812
H 7.60602 0.48858 -0.40976
C -10.09411 1.69057 -2.81612
C -10.59740 2.34012 -4.07849
O -11.91293 2.72385 -3.72789
C -11.90381 2.95158 -2.37922
O -12.75078 3.53414 -1.79331
O -10.79022 2.42749 -1.80665
F -10.65612 1.45521 -5.10600
H -10.36769 0.63613 -2.75149
H -9.01561 1.78397 -2.70008
H -10.03181 3.22066 -4.39175
C 11.78234 -4.43917 -0.30165
C 11.07888 -4.59338 1.01889
O 10.47981 -3.31698 1.20323
C 10.24258 -2.82410 -0.04355
O 9.51861 -1.90864 -0.27227
O 10.92484 -3.51261 -0.98353
F 11.95604 -4.81380 2.02675
H 12.77646 -4.00294 -0.19281
H 11.86532 -5.37642 -0.84512
H 10.30938 -5.36349 1.03133
C -1.77590 -1.47627 2.37630
C -2.53870 -1.85148 3.61764
O -3.34090 -2.93522 3.17538
C -2.65230 -3.53980 2.16363
O -2.88996 -4.62195 1.74181
O -1.65236 -2.74377 1.71190
F -3.34787 -0.84370 4.03079
H -2.32906 -0.78578 1.74360
H -0.80356 -1.05246 2.59007
H -1.91506 -2.17900 4.45241
C 2.86861 -5.71717 1.71389
C 1.86726 -4.59436 1.62677
O 2.61608 -3.56814 0.99486
C 3.54843 -4.18531 0.21285
O 4.15777 -3.64809 -0.64923
O 3.67125 -5.49468 0.54854
F 1.48571 -4.16887 2.85533
H 3.49401 -5.64336 2.60531
H 2.40306 -6.69948 1.68803
H 0.98121 -4.81999 1.02999
C 10.99907 -9.70892 2.58429
C 9.97210 -8.62166 2.39860
O 10.70845 -7.61875 1.71680
C 11.67359 -8.26717 1.00076
O 12.29156 -7.77103 0.11932
O 11.82211 -9.54279 1.42501
F 9.54925 -8.12751 3.58626
H 11.60006 -9.55901 3.48242
H 10.56042 -10.70332 2.61376
H 9.10786 -8.91179 1.79797
*
```

Atom charges from the Mulliken analysis, given in e for atoms 1 to 99:
1 C -0.3774
2 O -0.3573
3 C -1.0821
4 C 0.5195
5 C -1.0945
6 C 0.2996
7 C 0.1471
8 C 0.2567
9 C -1.4698
10 C 1.3454
11 F -0.5163
12 C 0.6713
13 C 0.1899
14 C -1.3649
15 N -0.5537
16 C -0.1529
17 O -0.3873
18 C 0.5534
19 C 0.4724
20 Br -0.0560
21 C 0.5973
22 C -1.3928
23 C 0.3253
24 C -0.7514
25 C -0.4152
26 O -0.1028
27 C -0.0031
28 O -0.5131
29 C -0.2263
30 N -0.5494
31 C 0.5179
32 O -0.4543
33 C 0.2538
34 C 0.8444
35 F -0.2566
36 F -0.2863
37 F -0.2320
38 C 0.3411
39 C -0.2255
40 O -0.5900
41 H 0.3511
42 H -0.0984
43 H 0.3226
44 H 0.4497
45 H 0.2550
46 H 0.6198
47 H 0.8234
48 H 0.7515
49 H -0.1170
50 H -0.6701
51 H 0.4599
52 H -0.3225
53 H 0.2668
54 H 0.4421
55 H 0.3030
56 H 0.3549
57 H 0.3958
58 H 0.1149
59 H -0.4200
60 H 0.4122
61 H 0.5288
62 H 0.1508
63 H 0.5905
64 H -0.0660
65 H 0.4704
66 C -0.5350
67 C 0.6900
68 O -0.1574
69 C 0.6300
70 O -0.4740
71 O -0.3918
72 F -0.3052
73 H 0.2913
74 H 0.3246
75 H 0.0638
76 C 0.0372
77 C 0.2812
78 O -0.3044
79 C 0.6773
80 O -0.5034
81 O -0.3219
82 F -0.2972
83 H -0.1793
84 H 0.2869
85 H 0.3059
86 C 0.2390
87 C 0.3549
88 O -0.3468
89 C 0.6336
90 O -0.5780
91 O -0.2616
92 F -0.3089
93 H 0.2597
94 H -0.3421
95 H 0.2977
96 C -0.3686
97 C 0.4007
98 O -0.1067
99 C 0.4465


This record from the Open Molecules 2025 dataset describes CHF2NO2 in the gas phase at a distorted geometry. The level of theory is ωB97M-V/def2-TZVPD.

The SMILES is O=[N+]([O-])C(F)F. The molar mass is 97.02 g mol⁻¹. The value obtained for the HOMO-LUMO gap is 11.3 eV. As for the max |F|: 4.135 eV/A. For the energy above the lowest of the compared OMol25 structures with the same formula, charge and spin, the calculation gives 82.7 kJ/mol.

ORCA input file:
```
! RIJCOSX wB97M-V def2-TZVPD def2/J DEFGRID3
* xyz 0 1
O -0.47253 1.27465 1.16523
N 0.38160 0.54884 0.70963
O 1.52809 0.42357 0.95778
C -0.23013 -0.44028 -0.59889
F -1.31254 0.24915 -0.95889
F -0.56733 -1.63068 -0.04393
H 0.67285 -0.42526 -1.23093
*
```

And the Mulliken charges, in e, turn out to be:
1 O -0.4906
2 N 0.7959
3 O -0.5162
4 C 0.2963
5 F -0.1947
6 F -0.1991
7 H 0.3084


This record from the Open Molecules 2025 dataset describes C4H7NO2 in the gas phase at a distorted geometry. The level of theory is ωB97M-V/def2-TZVPD.

The SMILES is C[C@H]1[C@H](C=O)N1O. The molar mass is 101.10 g mol⁻¹. The value obtained for the HOMO-LUMO gap is 10.5 eV. As for the max |F|: 2.204 eV/A. For the energy above the lowest of the compared OMol25 structures with the same formula, charge and spin, the calculation gives 461.4 kJ/mol.

ORCA input file:
```
! RIJCOSX wB97M-V def2-TZVPD def2/J DEFGRID3
* xyz 0 1
C 1.40840 1.05806 -0.65762
C 0.21717 0.31513 -0.13426
C -0.11645 -1.09975 0.19618
C -1.35242 -1.33304 -0.63948
O -1.25234 -1.69452 -1.79392
N 0.12235 -0.02596 1.22733
O -0.83280 0.77598 1.90160
H 2.30366 0.86459 -0.05773
H 1.59542 0.78634 -1.69627
H 1.18660 2.12961 -0.58895
H -0.81090 0.57672 -0.59662
H 0.55124 -1.95635 0.26172
H -2.32235 -1.16292 -0.14733
H -0.55547 0.72835 2.82972
*
```

And the Mulliken charges, in e, turn out to be:
1 C -1.1938
2 C 0.0825
3 C 0.0776
4 C -0.0395
5 O -0.4692
6 N -0.3160
7 O -0.4189
8 H 0.3472
9 H 0.2953
10 H 0.3139
11 H 0.2184
12 H 0.3794
13 H 0.3837
14 H 0.3396


This record from the Open Molecules 2025 dataset describes C5H8N2O in the gas phase at a distorted geometry. The level of theory is ωB97M-V/def2-TZVPD.

The SMILES is [H]/N=C/N1OC[C@H]2C[C@H]21. The molar mass is 112.13 g mol⁻¹. The value obtained for the HOMO-LUMO gap is 9.5 eV. As for the max |F|: 10.153 eV/A. For the energy above the lowest of the compared OMol25 structures with the same formula, charge and spin, the calculation gives 769.8 kJ/mol.

ORCA input file:
```
! RIJCOSX wB97M-V def2-TZVPD def2/J DEFGRID3
* xyz 0 1
H -0.81972 1.67794 3.58034
N -0.98835 0.97323 2.75153
C -0.55814 1.51501 1.38815
N -0.51419 0.64074 0.30881
O -1.27117 -0.63212 0.56092
C -0.97833 -1.16699 -0.54639
C 0.55553 -1.13643 -0.74616
C 1.15404 -0.13983 -1.63977
C 0.76061 0.37317 -0.10398
H -0.03340 2.58190 1.15078
H -1.37017 -0.73825 -1.53176
H -1.30414 -2.31209 -0.61611
H 1.08500 -2.02105 -0.44737
H 0.61124 0.39119 -2.53841
H 2.11984 -0.50776 -2.11518
H 1.55134 0.50134 0.54458
*
```

And the Mulliken charges, in e, turn out to be:
1 H 0.2089
2 N -0.5160
3 C 0.0191
4 N -0.0771
5 O -0.2290
6 C -0.3655
7 C -0.1210
8 C -0.6618
9 C -0.4620
10 H 0.2991
11 H 0.2455
12 H 0.3041
13 H 0.3960
14 H 0.2408
15 H 0.2938
16 H 0.4251


This record from the Open Molecules 2025 dataset describes a molecular structure, C16H17N5O4RuS at a distorted geometry. The level of theory is ωB97M-V/def2-TZVPD.

The molar mass is 476.48 g mol⁻¹. The value obtained for the HOMO-LUMO gap (alpha / beta) is 6.5 / 6.4 eV. As for the max |F|: 1.675 eV/A. For the energy above the lowest of the compared OMol25 structures with the same formula, charge and spin, the calculation gives 0.0 kJ/mol.

ORCA input file:
```
! RIJCOSX wB97M-V def2-TZVPD def2/J DEFGRID3
* xyz 1 2
Ru 0.61621 0.44137 0.26618
O 0.36379 2.42571 0.26002
C -0.65573 3.05472 -0.28015
C -0.45021 4.39997 -0.64835
C -1.46307 5.14767 -1.19958
C -2.72569 4.59804 -1.42521
C -2.95362 3.29195 -1.06635
C -1.94670 2.50830 -0.48369
C -2.25279 1.16780 -0.04263
N -1.37216 0.20612 0.22017
C -2.06632 -0.90307 0.65734
C -3.38703 -0.61850 0.64069
N -3.48712 0.68401 0.20002
H 0.52909 4.82632 -0.48252
H -1.27077 6.17694 -1.47412
H -3.50802 5.18657 -1.88258
H -3.92543 2.85175 -1.25972
H -1.55770 -1.79771 0.96839
H -4.24976 -1.20131 0.90561
H -4.33132 1.22638 0.13289
S 1.36312 0.66728 -1.96800
C 1.22840 -1.01361 -2.11528
N 2.12428 -1.80568 -2.76833
C 2.04488 -3.15260 -2.81065
C 1.03351 -3.77256 -2.15979
C 0.13616 -2.93272 -1.48097
N 0.21161 -1.62291 -1.47124
H 2.89164 -1.33951 -3.23623
H 2.81819 -3.65991 -3.36885
H 0.92688 -4.84500 -2.16955
H -0.68909 -3.36328 -0.92309
C 1.24444 -2.86807 2.68405
C 2.13592 -2.04293 1.79988
N 3.34865 -1.73979 2.27795
O 1.77821 -1.64002 0.68697
H 1.77473 -3.72537 3.09808
H 0.38938 -3.21338 2.11017
H 0.88961 -2.25047 3.50995
H 3.65934 -2.05944 3.17863
H 3.91528 -1.08368 1.76224
O 0.58521 0.43632 2.31344
C 1.74181 0.96755 2.37567
O 2.40854 1.11049 1.31936
H 2.13366 1.27627 3.34920
*
```

And the Mulliken charges, in e, turn out to be:
1 Ru 0.5437
2 O -0.3808
3 C 0.6506
4 C -0.5116
5 C -0.4465
6 C -0.8228
7 C -0.9140
8 C 0.0343
9 C 0.8300
10 N 0.4405
11 C -0.5062
12 C -0.9266
13 N -0.0963
14 H 0.4821
15 H 0.3978
16 H 0.4126
17 H 0.3670
18 H 0.3849
19 H 0.4418
20 H 0.2096
21 S -0.3712
22 C 0.3642
23 N -0.0111
24 C -0.1259
25 C -0.9058
26 C 0.0913
27 N -0.1105
28 H 0.2753
29 H 0.4272
30 H 0.4333
31 H 0.4593
32 C -1.2696
33 C 0.7690
34 N -0.3440
35 O -0.4306
36 H 0.4386
37 H 0.2555
38 H 0.3102
39 H 0.1967
40 H 0.2542
41 O -0.5059
42 C 0.2660
43 O -0.5460
44 H 0.4899


This record from the Open Molecules 2025 dataset describes 3 unconnected molecules or ions with the total composition C6H18O3 at a distorted geometry. The level of theory is ωB97M-V/def2-TZVPD.

The SMILES is CCO.CCO.CCO. The molar mass is 138.21 g mol⁻¹. The value obtained for the HOMO-LUMO gap is 10.8 eV. As for the max |F|: 2.085 eV/A. For the energy above the lowest of the compared OMol25 structures with the same formula, charge and spin, the calculation gives 131.0 kJ/mol.

ORCA input file:
```
! RIJCOSX wB97M-V def2-TZVPD def2/J DEFGRID3
* xyz 0 1
C 3.47735 1.92030 1.49545
C 2.85019 2.73645 0.32564
O 1.53717 2.31505 0.08811
H 2.96362 2.19316 2.41726
H 4.45040 2.38677 1.64925
H 3.58161 0.84372 1.36052
H 3.41358 2.50146 -0.57741
H 2.94468 3.80708 0.50703
H 1.45444 2.34847 -0.86775
C 0.55446 -1.10958 0.46777
C 0.36748 -2.59715 0.56682
O -0.81438 -3.09541 -0.17848
H 1.61754 -0.88586 0.55672
H -0.11320 -0.55308 1.12550
H 0.34530 -0.71476 -0.52645
H 0.27246 -2.79024 1.63536
H 1.21963 -3.20034 0.25362
H -1.49099 -3.30471 0.46959
C -3.23670 -0.06312 -0.27733
C -2.92358 -0.77683 -1.63365
O -2.97810 0.15553 -2.67970
H -2.99591 -0.66474 0.59913
H -4.29423 0.18651 -0.19115
H -2.73560 0.90336 -0.22345
H -3.66823 -1.55697 -1.79170
H -1.90777 -1.17033 -1.59625
H -3.89124 0.18525 -2.97446
*
```

And the Mulliken charges, in e, turn out to be:
1 C -1.0212
2 C -0.2762
3 O -0.4687
4 H 0.2702
5 H 0.3679
6 H 0.2698
7 H 0.2802
8 H 0.2717
9 H 0.3074
10 C -0.6344
11 C -0.4460
12 O -0.4977
13 H 0.2192
14 H 0.2975
15 H 0.1902
16 H 0.2817
17 H 0.3138
18 H 0.2849
19 C -0.9509
20 C -0.0696
21 O -0.5475
22 H 0.2663
23 H 0.3605
24 H 0.2565
25 H 0.2732
26 H 0.0893
27 H 0.3121